# C35H32BrO5S

C35H32BrO5S as an isolated structure in a non-equilibrium geometry (ωB97M-V/def2-TZVPD, OMol25).

Summary:
Charge: +1
F_max in eV/Å: 1.07
HOMO-LUMO gap in eV: 7.27
HOMO energy in eV: -11.22
Calculated total energy in eV: -127922.21840

```
74
Properties=species:S:1:pos:R:3:mulliken_charge:R:1
C 4.94 1.09 -4.30 -1.288
C 3.57 0.82 -4.92 0.010
C 3.01 2.03 -5.71 -0.980
C 1.63 2.50 -5.27 -0.448
O 0.49 2.03 -6.06 -0.239
S 0.57 0.50 -6.50 0.338
C -0.74 -0.37 -5.60 -0.445
Br 0.11 -1.59 -4.35 0.000
C -1.78 0.53 -4.96 -0.557
C -1.29 1.33 -3.74 -0.767
H 4.85 1.33 -3.24 0.332
H 5.55 0.19 -4.35 0.337
H 5.46 1.88 -4.81 0.357
H 2.86 0.59 -4.14 0.190
H 3.61 -0.04 -5.59 0.353
H 3.67 2.87 -5.52 0.528
H 3.05 1.87 -6.79 0.333
H 1.57 3.58 -5.37 0.310
H 1.48 2.28 -4.22 0.342
H -0.02 0.62 -7.71 0.270
H -1.20 -1.01 -6.34 0.549
H -2.56 -0.15 -4.63 0.385
H -2.19 1.16 -5.74 0.367
H -1.90 1.11 -2.88 0.295
H -0.26 1.10 -3.51 0.138
H -1.38 2.39 -3.96 0.288
C -5.97 5.50 1.30 -0.482
C -5.68 5.17 -0.02 -0.502
C -5.06 3.97 -0.32 -0.571
C -4.72 3.09 0.70 0.262
C -5.00 3.43 2.03 0.225
C -5.63 4.63 2.32 -0.591
C -4.61 2.52 3.15 0.509
O -4.85 2.81 4.30 -0.651
C -3.90 1.25 2.81 0.205
C -3.49 0.42 3.83 -0.642
C -2.84 -0.77 3.54 -0.581
C -2.62 -1.13 2.21 -0.411
C -3.03 -0.30 1.19 -0.657
C -3.66 0.90 1.48 0.375
C -4.07 1.80 0.36 0.554
O -3.87 1.48 -0.80 -0.709
H -6.47 6.43 1.53 0.405
H -5.95 5.85 -0.81 0.403
H -4.84 3.71 -1.34 0.463
H -5.85 4.88 3.35 0.482
H -3.67 0.70 4.86 0.491
H -2.51 -1.42 4.33 0.468
H -2.12 -2.07 1.98 0.474
H -2.85 -0.57 0.16 0.480
C 3.14 -6.75 2.07 -0.490
C 1.83 -6.40 1.76 -0.543
C 1.32 -5.17 2.16 -0.507
C 2.13 -4.29 2.87 0.314
C 3.44 -4.65 3.19 0.231
C 3.94 -5.87 2.78 -0.614
C 4.31 -3.73 3.99 0.510
O 5.45 -4.04 4.25 -0.659
C 3.73 -2.44 4.44 0.356
C 4.50 -1.60 5.23 -0.633
C 3.99 -0.38 5.66 -0.470
C 2.70 -0.01 5.29 -0.547
C 1.92 -0.84 4.51 -0.577
C 2.43 -2.07 4.09 0.150
C 1.58 -2.97 3.27 0.458
O 0.45 -2.63 2.95 -0.659
H 3.53 -7.71 1.75 0.402
H 1.20 -7.09 1.22 0.416
H 0.31 -4.90 1.92 0.502
H 4.96 -6.14 3.02 0.484
H 5.51 -1.89 5.51 0.484
H 4.59 0.27 6.27 0.397
H 2.30 0.94 5.62 0.419
H 0.92 -0.56 4.23 0.579
```


# C35H32MnN4O2PS

C35H32MnN4O2PS as an isolated structure in a non-equilibrium geometry (ωB97M-V/def2-TZVPD, OMol25).

Summary:
Multiplicity: 6
Charge: -1
F_max in eV/Å: 3.69
HOMO-LUMO gap (spin up / spin down) in eV: 3.40 / 5.88
Energy relative to the best compared isomer or geometry (same formula, charge and spin) in kcal per mole: 5.7
HOMO energy (spin up / spin down) in eV: -1.16 / -3.66
Calculated total energy in eV: -98313.39835

```
76
Properties=species:S:1:pos:R:3:mulliken_spin:R:1
Mn 10.77 14.93 7.79 3.111
S 11.26 19.35 8.97 0.073
C 12.79 18.62 9.19 0.043
C 14.02 19.25 9.49 -0.028
C 15.16 18.47 9.59 0.073
C 15.18 17.09 9.30 -0.070
C 14.00 16.46 8.92 0.057
C 12.83 17.24 8.95 -0.026
N 11.50 16.73 8.79 0.085
C 10.59 17.70 8.73 0.390
C 9.25 17.35 8.43 -0.192
C 8.19 18.27 8.52 0.210
C 7.01 17.99 7.82 -0.108
C 6.91 16.74 7.21 0.190
C 7.88 15.73 7.28 -0.025
C 9.09 16.06 7.80 0.095
H 14.03 20.30 9.67 -0.005
H 16.15 18.90 9.78 0.013
H 16.14 16.55 9.37 0.000
H 13.95 15.42 8.60 0.030
H 8.33 19.23 9.02 0.036
H 6.20 18.70 7.79 -0.011
H 5.97 16.54 6.67 0.024
H 7.73 14.71 6.84 -0.007
C 15.24 15.76 4.85 -0.002
N 14.17 14.85 5.18 0.004
C 13.02 15.30 5.78 -0.011
N 12.67 16.58 5.58 0.007
O 12.29 14.52 6.46 0.016
H 16.02 15.21 4.30 0.000
H 15.74 16.30 5.65 0.002
H 14.91 16.52 4.12 0.000
H 14.51 13.96 5.56 0.001
H 13.28 17.15 5.03 -0.001
H 11.76 16.91 5.78 0.020
N 10.94 12.77 8.86 0.084
P 11.59 11.93 10.14 -0.017
C 13.13 12.70 10.61 -0.096
C 14.11 12.82 9.60 0.127
C 15.38 13.33 9.90 -0.090
C 15.65 13.86 11.15 0.092
C 14.66 13.78 12.15 -0.051
C 13.45 13.13 11.89 0.134
C 12.21 10.22 9.86 -0.055
C 12.45 9.37 10.98 0.300
C 12.73 8.00 10.75 -0.194
C 12.99 7.54 9.49 0.303
C 12.95 8.43 8.40 -0.162
C 12.56 9.77 8.57 0.322
C 10.42 11.94 11.55 0.009
C 10.18 13.15 12.20 0.016
C 9.44 13.21 13.38 -0.004
C 8.95 12.03 13.98 0.014
C 9.06 10.81 13.26 -0.006
C 9.79 10.77 12.05 0.043
H 13.85 12.53 8.58 0.058
H 16.11 13.32 9.12 -0.001
H 16.60 14.31 11.43 0.015
H 14.80 14.29 13.10 -0.001
H 12.79 13.06 12.75 0.021
H 12.33 9.76 12.01 0.072
H 12.74 7.31 11.55 -0.008
H 13.28 6.48 9.39 0.036
H 13.27 8.07 7.44 -0.011
H 12.42 10.42 7.70 0.064
H 10.64 14.05 11.84 0.003
H 9.32 14.17 13.94 0.001
H 8.53 12.05 15.00 0.003
H 8.69 9.90 13.61 -0.001
H 9.78 9.81 11.54 0.009
C 9.26 11.04 8.28 0.052
C 9.94 12.35 8.02 -0.060
O 9.48 13.20 7.22 -0.013
H 9.92 10.15 8.35 0.001
H 8.54 10.92 7.43 0.006
H 8.74 11.07 9.23 -0.011
```


# C35H32N6O2PS2Se2Zn

C35H32N6O2PS2Se2Zn as an isolated structure in a non-equilibrium geometry (ωB97M-V/def2-TZVPD, OMol25).

Summary:
Charge: -1
F_max in eV/Å: 1.23
HOMO-LUMO gap in eV: 4.83
Energy relative to the best compared isomer or geometry (same formula, charge and spin) in kcal per mole: 26.5
HOMO energy in eV: -3.39
Calculated total energy in eV: -259925.35447

```
81
Properties=species:S:1:pos:R:3:mulliken_charge:R:1
Zn -0.22 -0.50 -0.29 0.664
C 3.31 -0.56 -3.17 -0.535
C 2.17 -0.95 -2.47 -0.711
N 1.60 -0.15 -1.59 0.861
C 2.13 1.07 -1.40 0.256
C 3.30 1.41 -2.07 -0.406
N 3.88 0.62 -2.95 -0.677
C 1.42 1.96 -0.48 0.095
C 1.70 3.31 -0.35 -1.109
C 0.93 4.08 0.54 0.911
C -0.09 3.45 1.24 -0.561
C -0.35 2.10 1.00 -1.140
N 0.43 1.39 0.19 0.677
C -1.42 1.35 1.66 0.648
C -2.40 1.91 2.51 0.031
N -3.26 1.18 3.16 -0.686
C -3.18 -0.15 3.00 -0.482
C -2.27 -0.72 2.15 -0.390
N -1.38 0.02 1.49 0.195
C 1.13 5.52 0.68 0.244
C 1.35 6.32 -0.44 -0.551
C 1.47 7.69 -0.27 -0.412
N 1.39 8.29 0.91 -0.647
C 1.20 7.53 1.97 -0.415
C 1.06 6.16 1.92 -0.444
H 3.77 -1.19 -3.91 0.462
H 1.72 -1.92 -2.63 0.672
H 3.79 2.36 -1.91 0.407
H 2.48 3.79 -0.92 0.524
H -0.71 4.02 1.91 0.559
H -2.50 2.98 2.60 0.353
H -3.89 -0.74 3.57 0.407
H -2.22 -1.79 1.97 0.375
H 1.38 5.89 -1.43 0.496
H 1.62 8.35 -1.12 0.367
H 1.15 8.06 2.92 0.374
H 0.90 5.59 2.82 0.474
O -4.66 -0.04 -3.74 -0.634
C -4.69 1.07 -2.89 -1.325
C -4.64 0.70 -1.40 3.017
C -5.95 -0.03 -1.02 -1.251
O -7.10 0.78 -0.99 -0.595
C -4.52 1.96 -0.55 -2.141
Se -2.77 2.87 -0.52 -0.261
C -3.52 -0.30 -1.09 -1.309
Se -1.81 -0.10 -2.08 -0.492
H -3.77 -0.42 -3.67 0.347
H -5.63 1.59 -3.09 0.496
H -3.84 1.74 -3.10 0.422
H -5.82 -0.53 -0.04 0.352
H -6.15 -0.78 -1.78 0.468
H -6.97 1.47 -0.33 0.368
H -4.75 1.74 0.50 0.511
H -5.20 2.72 -0.93 0.534
H -3.85 -1.32 -1.32 0.527
H -3.29 -0.25 -0.03 -0.200
S -0.27 -2.96 0.12 -0.789
P 1.62 -2.81 0.76 0.743
S 2.24 -1.08 1.46 -0.535
C 2.73 -3.45 -0.55 0.477
C 2.29 -4.48 -1.38 -0.376
C 3.14 -5.01 -2.33 -0.692
C 4.43 -4.52 -2.46 -0.415
C 4.87 -3.49 -1.63 -0.675
C 4.02 -2.96 -0.68 -0.338
C 1.85 -4.16 1.98 0.784
C 1.20 -5.38 1.80 -0.409
C 1.42 -6.41 2.69 -0.714
C 2.29 -6.23 3.76 -0.398
C 2.93 -5.02 3.94 -0.585
C 2.72 -3.98 3.05 -0.471
H 1.28 -4.84 -1.28 0.326
H 2.79 -5.80 -2.98 0.400
H 5.10 -4.94 -3.20 0.383
H 5.87 -3.12 -1.73 0.404
H 4.33 -2.15 -0.04 0.394
H 0.52 -5.50 0.98 0.278
H 0.92 -7.36 2.56 0.380
H 2.46 -7.04 4.46 0.363
H 3.60 -4.88 4.78 0.394
H 3.21 -3.03 3.17 0.346
```


# C35H33AsBrF6GeN6O5STi

C35H33AsBrF6GeN6O5STi as an isolated structure in a non-equilibrium geometry (ωB97M-V/def2-TZVPD, OMol25).

Summary:
Multiplicity: 2
Charge: +2
F_max in eV/Å: 3.32
HOMO-LUMO gap (spin up / spin down) in eV: 6.02 / 4.27
Energy relative to the best compared isomer or geometry (same formula, charge and spin) in kcal per mole: 33.7
HOMO energy (spin up / spin down) in eV: -12.79 / -12.79
Calculated total energy in eV: -293651.45571

```
90
Properties=species:S:1:pos:R:3:mulliken_spin:R:1
Ti -2.94 -0.43 -1.54 0.000
O -4.73 -0.89 -4.93 0.000
C -4.29 -0.37 -3.98 0.000
O -3.89 -1.10 -2.93 0.000
C -4.09 1.12 -3.73 0.000
C -4.50 2.10 -4.56 0.000
C -4.39 3.41 -4.14 0.000
C -3.89 3.67 -2.88 0.000
C -3.41 2.64 -2.13 0.000
N -3.51 1.36 -2.57 0.000
H -5.01 1.80 -5.46 0.000
H -4.64 4.22 -4.80 0.000
H -3.93 4.68 -2.54 0.000
H -2.90 2.83 -1.22 0.000
C 1.07 -5.92 0.30 0.001
C 0.71 -4.96 1.38 0.012
N 0.64 -5.24 2.71 0.100
N 0.49 -4.05 3.27 0.105
C 0.47 -3.00 2.39 -0.064
S 0.41 -1.34 2.65 0.719
N 0.69 -3.56 1.19 0.046
N 0.72 -2.89 -0.02 0.010
H 0.78 -6.93 0.51 -0.001
H 2.16 -5.95 0.14 0.003
H 0.59 -5.70 -0.62 0.002
H 0.22 -3.98 4.23 -0.007
H -0.19 -2.84 -0.46 0.003
H 1.40 -3.41 -0.54 0.001
O -7.54 1.24 2.33 0.000
C -6.68 0.75 1.47 0.000
C -6.83 0.68 0.07 0.000
C -5.84 0.27 -0.76 0.001
N -4.59 0.01 -0.25 0.000
C -4.43 0.09 1.04 0.003
Br -2.72 -0.06 1.79 -0.002
C -5.43 0.34 1.94 0.001
H -8.42 1.29 1.97 0.000
H -7.79 0.95 -0.35 0.000
H -5.92 0.26 -1.80 0.000
H -5.22 0.37 3.04 0.000
F -2.56 -2.01 -0.72 0.002
As -3.40 -4.10 -0.30 0.000
F -2.87 -3.57 1.23 -0.001
F -1.78 -4.58 -0.46 0.000
F -4.04 -5.58 0.11 0.000
F -3.70 -4.07 -1.97 0.000
F -4.80 -3.16 -0.04 0.000
O -1.11 -0.45 -2.30 0.000
C -0.62 0.45 -1.51 0.003
O -1.52 1.02 -0.87 0.001
C 0.85 0.51 -1.25 -0.008
C 1.26 1.44 -0.12 0.000
Ge 3.14 1.37 0.68 -0.006
C 3.58 -0.28 1.70 0.038
C 4.20 -0.22 2.94 -0.010
C 4.62 -1.36 3.53 0.006
C 4.58 -2.60 2.87 0.030
C 3.96 -2.70 1.60 -0.024
C 3.42 -1.51 1.06 0.041
C 4.54 1.45 -0.82 0.001
C 5.70 0.71 -0.90 0.001
C 6.44 0.71 -2.14 0.001
C 6.08 1.58 -3.17 0.000
C 4.89 2.28 -3.07 0.000
C 4.22 2.29 -1.88 0.000
C 2.98 2.98 1.77 -0.002
C 3.75 4.13 1.63 0.000
C 3.46 5.31 2.31 0.000
C 2.30 5.37 3.14 0.000
C 1.52 4.23 3.38 0.000
C 1.89 3.05 2.67 0.001
H 1.39 0.89 -2.13 0.000
H 1.14 -0.57 -1.14 0.002
H 0.62 1.53 0.75 0.000
H 1.30 2.46 -0.54 0.000
H 4.41 0.76 3.42 0.001
H 5.12 -1.31 4.51 0.000
H 4.93 -3.58 3.26 0.000
H 3.77 -3.63 1.11 0.000
H 3.09 -1.46 0.00 -0.003
H 5.94 0.01 -0.10 -0.002
H 7.24 0.01 -2.20 0.000
H 6.66 1.69 -4.01 0.000
H 4.70 3.04 -3.85 0.000
H 3.30 2.83 -1.82 0.000
H 4.61 4.18 0.95 0.000
H 4.10 6.23 2.14 0.000
H 2.07 6.37 3.52 0.000
H 0.66 4.21 4.00 0.000
H 1.34 2.16 2.80 -0.002
```


# C35H33AsClF5INO4V

C35H33AsClF5INO4V as an isolated structure in a non-equilibrium geometry (ωB97M-V/def2-TZVPD, OMol25).

Summary:
Multiplicity: 4
Charge: -2
F_max in eV/Å: 3.59
HOMO-LUMO gap (spin up / spin down) in eV: 5.21 / 5.99
Energy relative to the best compared isomer or geometry (same formula, charge and spin) in kcal per mole: 0.0
HOMO energy (spin up / spin down) in eV: -1.58 / -2.36
Calculated total energy in eV: -167250.33182

```
82
Properties=species:S:1:pos:R:3:mulliken_spin:R:1
V 11.15 15.40 10.33 2.822
I 11.20 8.47 13.38 0.000
C 10.69 10.48 13.14 -0.001
C 11.64 11.26 12.53 0.022
C 11.34 12.61 12.43 0.067
C 10.12 13.08 12.97 0.005
C 9.17 12.25 13.44 0.000
C 9.44 10.83 13.57 0.001
C 9.81 14.60 13.04 0.038
O 8.95 14.98 13.78 0.005
O 10.51 15.33 12.28 0.061
H 12.58 10.93 12.08 0.000
H 12.04 13.30 12.01 -0.068
H 8.29 12.65 13.84 0.000
H 8.72 10.06 13.92 0.000
C 6.38 22.41 8.38 0.000
C 7.59 21.54 8.71 0.001
C 8.21 21.62 9.93 0.000
C 9.27 20.75 10.25 -0.004
C 9.82 20.86 11.63 0.005
C 9.79 19.82 9.29 0.009
As 10.97 18.41 10.09 -0.088
N 11.64 17.07 9.07 0.049
C 12.55 17.04 8.06 0.029
C 13.12 18.19 7.50 0.001
C 13.99 18.11 6.44 -0.006
C 14.33 16.93 5.83 0.011
C 13.75 15.76 6.34 0.007
C 12.83 15.82 7.38 0.045
C 12.53 19.51 10.59 0.019
C 13.34 18.83 11.52 0.003
C 13.05 17.41 11.99 0.032
C 14.41 19.51 12.09 0.001
C 14.68 20.81 11.81 0.000
C 15.89 21.42 12.45 0.000
C 14.04 21.38 10.74 0.001
C 12.96 20.75 10.11 -0.003
C 12.30 21.42 8.99 -0.003
C 9.05 19.75 8.08 0.004
C 9.47 18.72 7.08 -0.001
C 8.01 20.55 7.80 0.000
H 6.55 22.93 7.42 0.000
H 6.25 23.17 9.15 0.000
H 5.48 21.77 8.25 0.000
H 7.95 22.28 10.74 0.000
H 9.21 21.57 12.21 0.000
H 10.85 21.18 11.76 0.000
H 9.73 19.97 12.24 -0.002
H 12.92 19.17 7.89 0.003
H 14.42 19.07 6.09 0.000
H 14.86 16.88 4.86 0.001
H 14.09 14.80 5.94 0.000
H 12.31 14.89 7.59 -0.007
H 12.04 17.35 12.57 0.001
H 13.78 17.21 12.74 -0.001
H 13.12 16.67 11.16 -0.027
H 15.04 18.88 12.75 0.000
H 15.86 22.46 12.76 0.000
H 16.83 21.37 11.86 0.000
H 16.13 20.92 13.37 0.000
H 14.25 22.43 10.48 0.000
H 12.90 22.25 8.55 0.000
H 11.33 21.85 9.26 0.000
H 12.09 20.69 8.21 0.000
H 9.04 17.80 7.35 0.001
H 10.57 18.70 6.96 0.000
H 9.02 19.00 6.12 0.000
H 7.46 20.42 6.88 0.000
Cl 15.91 16.06 9.46 0.000
C 15.42 14.36 9.48 0.001
C 14.14 14.12 10.23 0.008
O 14.02 12.97 10.77 0.004
O 13.21 14.97 10.08 -0.095
H 16.24 13.77 9.95 0.001
H 15.20 13.97 8.49 0.000
F 9.95 14.13 7.74 -0.001
C 9.70 14.18 9.09 -0.002
F 8.54 15.01 9.12 0.015
C 9.11 12.80 9.32 0.028
F 8.60 12.67 10.58 0.008
F 8.10 12.45 8.53 0.000
F 10.09 11.85 9.14 0.003
```


# C35H33BBrIN4O5PSn

C35H33BBrIN4O5PSn as an isolated structure in a non-equilibrium geometry (ωB97M-V/def2-TZVPD, OMol25).

Summary:
Charge: -1
F_max in eV/Å: 5.91
HOMO-LUMO gap (spin up / spin down) in eV: 4.15 / 4.17
Energy relative to the best compared isomer or geometry (same formula, charge and spin) in kcal per mole: 0.0
HOMO energy (spin up / spin down) in eV: -2.01 / -2.03
Calculated total energy in eV: -146968.14892

```
82
Properties=species:S:1:pos:R:3:mulliken_charge:R:1
Sn 12.56 12.90 11.36 0.882
C 17.26 15.78 6.59 -0.613
O 17.88 15.15 7.75 -0.431
C 17.21 14.70 8.84 0.575
C 18.05 14.27 9.91 -1.163
C 17.46 13.83 11.08 -1.368
C 16.04 13.59 11.21 0.371
C 15.49 12.95 12.40 1.178
C 16.38 12.66 13.59 -1.763
O 14.27 12.49 12.42 -0.391
C 15.23 14.00 10.09 0.415
O 13.91 13.84 10.02 -0.238
C 15.80 14.55 8.92 0.006
H 18.10 16.21 5.97 0.218
H 16.62 16.64 6.91 0.303
H 16.74 15.00 6.01 0.193
H 19.10 14.24 9.72 0.482
H 18.12 13.67 11.91 0.311
H 17.00 13.59 13.70 0.461
H 17.01 11.76 13.48 0.308
H 15.89 12.52 14.58 0.341
H 15.21 14.94 8.07 0.150
B 10.68 14.05 14.48 0.339
N 10.90 12.56 14.24 -0.072
C 10.35 11.60 15.02 -0.185
C 10.32 10.43 14.28 -1.123
C 10.95 10.68 13.05 -0.214
N 11.30 12.00 13.02 0.385
N 11.65 14.95 13.71 -0.047
C 12.10 16.10 14.22 -0.370
C 12.86 16.73 13.22 -1.179
C 12.85 15.90 12.12 -0.156
N 12.09 14.80 12.39 0.320
H 9.52 14.40 14.20 -0.199
H 10.94 14.22 15.66 -0.182
H 9.99 11.76 16.04 0.412
H 9.90 9.47 14.60 0.340
H 11.12 10.01 12.21 0.280
H 11.80 16.48 15.17 0.466
H 13.36 17.69 13.24 0.386
H 13.27 16.11 11.15 0.534
O 9.53 10.28 9.42 -0.759
C 10.71 10.65 9.60 0.018
O 11.04 11.81 10.17 -0.138
C 11.81 9.68 9.17 -0.846
P 13.50 10.25 9.64 1.397
C 14.46 8.76 9.89 -0.012
C 14.80 8.43 11.21 -0.500
C 15.69 7.41 11.49 -0.663
C 16.15 6.59 10.46 -0.388
C 15.80 6.86 9.15 -0.742
C 14.96 7.94 8.86 -0.075
C 14.07 10.97 8.10 0.217
C 15.41 10.88 7.63 -0.687
C 15.83 11.64 6.54 -0.664
C 14.92 12.31 5.73 -0.662
C 13.60 12.39 6.15 -0.514
C 13.18 11.74 7.32 -0.543
H 11.75 9.44 8.08 0.545
H 11.61 8.70 9.71 0.434
H 14.33 8.96 12.03 0.349
H 15.97 7.21 12.52 0.392
H 16.77 5.72 10.67 0.344
H 16.13 6.21 8.35 0.387
H 14.70 8.16 7.81 0.416
H 16.08 10.18 8.18 0.359
H 16.87 11.69 6.31 0.408
H 15.22 12.74 4.77 0.463
H 12.87 13.01 5.59 0.380
H 12.15 11.87 7.72 0.323
Br 10.97 17.45 5.56 -0.184
C 9.61 16.87 6.72 -0.179
C 8.33 17.38 6.45 -0.418
C 7.27 17.13 7.31 -0.579
C 7.47 16.43 8.51 -0.519
C 8.76 15.96 8.86 -0.434
C 9.82 16.16 7.94 0.499
I 11.67 15.29 8.28 0.099
H 8.25 17.94 5.52 0.327
H 6.32 17.58 7.06 0.335
H 6.62 16.14 9.12 0.346
H 8.90 15.37 9.75 0.507
```


Q: Among the records above, which one has the highest charge?
A: C35H33AsBrF6GeN6O5STi


Q: Which of these has the highest F_max?
A: C35H33BBrIN4O5PSn